Entry 1:
Density functional theory data (ωB97M-V/def2-TZVPD) for a structure of composition C19H25B2BrF9N5O4V in a non-equilibrium geometry.

Structure (ORCA input):
```
! RIJCOSX wB97M-V def2-TZVPD def2/J DEFGRID3
* xyz 0 4
V 0.44685 0.52353 -0.18089
C -2.55933 3.53540 0.20319
C -1.32984 2.70677 0.12035
N -1.30015 1.44649 -0.10908
O -2.47773 0.81270 -0.38260
B -2.58141 0.54566 -1.85897
F -3.78200 -0.09073 -2.04962
F -2.41039 1.71719 -2.56568
O -1.53107 -0.46173 -2.26275
N -0.24252 -0.06798 -1.99818
C 0.59785 -0.15909 -2.96418
C 0.25044 -0.48198 -4.36548
C 2.01159 0.14033 -2.53464
N 2.08815 0.38267 -1.28225
O 3.27282 0.80250 -0.74470
B 3.24831 2.30580 -0.62021
F 2.88709 2.85564 -1.84510
F 4.45703 2.69773 -0.14739
O 2.22731 2.76784 0.41742
N 0.95984 2.39679 0.15681
C 0.02419 3.26534 0.33513
C 0.26097 4.68441 0.70217
C 3.15562 0.12161 -3.46952
H -3.41384 2.97902 -0.16700
H -2.44016 4.44803 -0.38019
H -2.73921 3.82238 1.24191
H -0.81221 -0.33477 -4.53330
H 0.50348 -1.52920 -4.54217
H 0.83240 0.14083 -5.04443
H 1.32401 4.86814 0.81559
H -0.25507 4.92755 1.63272
H -0.13938 5.33657 -0.07639
H 3.05808 -0.73483 -4.13534
H 4.08197 0.06099 -2.90652
H 3.16568 1.04234 -4.05777
C -1.78955 -3.91473 -0.97930
N -1.87986 -2.68164 -0.15136
C -3.20146 -2.56256 0.50638
C -0.71127 -2.61982 0.80242
C -0.79628 -1.53029 1.84024
C -1.26019 -1.91437 3.10101
C -1.27802 -1.03170 4.16378
C -0.80918 0.25869 3.96781
C -0.35060 0.64123 2.71894
C -0.33182 -0.22219 1.61410
H -2.53881 -3.85200 -1.76459
H -1.98103 -4.77089 -0.33556
H -0.78948 -3.96113 -1.40898
H -1.77744 -1.89912 -0.81663
H -3.32007 -3.39899 1.19328
H -3.96564 -2.58695 -0.26549
H -3.24842 -1.61891 1.03970
H 0.17581 -2.54796 0.16288
H -0.68096 -3.59615 1.28848
H -1.58672 -2.93700 3.25478
H -1.62786 -1.35176 5.13558
H -0.78908 0.96251 4.78984
H 0.02052 1.65730 2.61405
F 2.65107 -1.65126 0.98187
C 3.18412 -0.86201 1.91510
F 2.51985 0.28993 2.03667
C 3.43620 -1.55054 3.25160
F 4.16344 -0.77313 4.05060
F 4.08046 -2.69801 3.06722
F 2.27212 -1.81836 3.88646
Br 1.37079 -2.93214 -2.06182
*
```

E_HOMO (alpha / beta) = -0.302 / -0.303 Ha
gap between HOMO and LUMO (alpha / beta) = 6.982 / 6.668 eV
E = -5780.4652 hartree
LUMO level (alpha / beta) = -1.24 / -1.59 eV
strongest force on any atom = 0.037 hartree/bohr

Here are the natural (NBO) charges for atoms 1 to 2, given in e:
1 V 1.56
2 C -0.67

Entry 2:
Density functional theory data (ωB97M-V/def2-TZVPD) for a structure of composition C19H25ClCuO3S4Si.

Structure (ORCA input):
```
! RIJCOSX wB97M-V def2-TZVPD def2/J DEFGRID3
* xyz -2 2
Cu -0.11487 2.38896 2.28038
O -6.79392 2.16636 2.73189
C -5.57673 2.26389 2.70296
S -4.50279 1.74543 3.99243
C -2.96470 2.23449 3.27324
C -3.04738 2.78738 2.04200
S -1.70780 3.41477 1.08707
S -4.66915 2.94443 1.36053
S -1.51941 1.99594 4.22279
Cl -0.67024 -4.73678 2.34787
C 0.13108 -3.17626 2.46162
C 1.45976 -3.12782 2.85075
C 2.08514 -1.89166 2.93020
C 1.40969 -0.71109 2.62469
C 0.07827 -0.79750 2.23325
C -0.57056 -2.02657 2.15489
C 2.20650 0.60029 2.70246
O 3.37434 0.49340 3.10330
O 1.66318 1.67491 2.29506
H 1.99217 -4.04199 3.07992
H 3.12138 -1.81065 3.22993
H -0.48208 0.09818 1.99681
H -1.61345 -2.07948 1.86671
C 0.91730 2.34234 -1.54287
Si 0.49324 0.56167 -1.14731
C 2.05420 -0.50395 -1.54411
C 1.82813 -1.98466 -1.21699
C 3.20206 0.02577 -0.66955
C 2.50522 -0.36858 -3.00691
C -1.10170 0.05251 -2.09648
C -0.86358 -0.23423 -3.58555
C -1.74669 -1.17905 -1.44410
C -2.08842 1.22508 -1.98216
H 1.16899 2.49947 -2.60005
H 1.76323 2.65626 -0.92448
H 0.06896 2.97899 -1.27600
H 1.48093 -2.12455 -0.18728
H 2.77169 -2.53859 -1.33031
H 1.09400 -2.44311 -1.88741
H 2.97357 -0.01216 0.39373
H 3.45383 1.06253 -0.91118
H 4.10007 -0.58604 -0.83833
H 1.80073 -0.81691 -3.70771
H 3.47320 -0.87968 -3.13799
H 2.64624 0.67980 -3.29315
H -0.30905 -1.16238 -3.74414
H -0.31948 0.57863 -4.08044
H -1.83506 -0.34243 -4.09229
H -1.09269 -2.05514 -1.45781
H -2.67277 -1.43908 -1.97747
H -2.01115 -0.97671 -0.40047
H -1.73884 2.10438 -2.53392
H -2.24385 1.54515 -0.94633
H -3.06073 0.92602 -2.40170
*
```

E_HOMO (alpha / beta) = -0.028 / -0.028 Ha
gap between HOMO and LUMO (alpha / beta) = 5.026 / 5.031 eV
E = -4947.7707 hartree
LUMO level (alpha / beta) = 4.27 / 4.26 eV
strongest force on any atom = 0.014 hartree/bohr

Here are the natural (NBO) charges for atoms 1 to 2, given in e:
1 Cu 0.75
2 O -0.65

Entry 3:
Density functional theory data (ωB97M-V/def2-TZVPD) for the molecule C19H25ClN2O5S in a non-equilibrium geometry.

Structure (ORCA input):
```
! RIJCOSX wB97M-V def2-TZVPD def2/J DEFGRID3
* xyz 0 1
O 0.34782 2.16691 -1.94737
C 0.44950 1.05819 -1.48072
O 1.60742 0.54575 -1.04370
C 2.66197 1.48584 -0.94779
C 2.30242 2.49120 0.16263
O 1.40683 2.23412 0.94167
N 3.03946 3.61491 0.22337
C 4.05437 3.99544 -0.73089
C 3.50448 4.65306 -2.01422
C 2.11366 5.26810 -1.84925
C 1.99504 6.24507 -0.67514
C 1.57529 5.56433 0.62694
C 2.64058 4.62438 1.18857
C -0.67324 0.09739 -1.35859
C -1.84295 0.32088 -2.08363
C -2.91038 -0.54826 -1.97747
C -2.81581 -1.63920 -1.11872
Cl -4.09992 -2.74995 -0.95790
C -1.66330 -1.84768 -0.37259
S -1.63130 -3.25293 0.76144
O -1.59968 -4.45686 -0.01377
O -2.70000 -3.07735 1.70383
N -0.12929 -3.03547 1.47711
C 0.60214 -4.25248 1.80033
C 0.51466 -4.43937 3.32989
C -0.34985 -3.26741 3.80965
C -0.18480 -2.23868 2.69081
C -0.58921 -0.99400 -0.49818
H 2.79087 1.99240 -1.90757
H 3.55488 0.91669 -0.68327
H 4.70900 4.70420 -0.21769
H 4.66152 3.12335 -0.98623
H 4.20911 5.42618 -2.32707
H 3.45363 3.91998 -2.82135
H 1.88123 5.79229 -2.77843
H 1.37352 4.47391 -1.73560
H 2.94033 6.77438 -0.53297
H 1.23680 6.99216 -0.91778
H 1.35537 6.32066 1.38286
H 0.66539 4.98826 0.45062
H 2.23880 4.10376 2.06083
H 3.52999 5.18541 1.48636
H -1.89416 1.18276 -2.73171
H -3.81458 -0.39510 -2.54388
H 1.63858 -4.12516 1.47424
H 0.15911 -5.07450 1.23975
H 0.07326 -5.39857 3.59143
H 1.51015 -4.38776 3.77110
H -0.04075 -2.88398 4.77966
H -1.39855 -3.56041 3.85669
H 0.75515 -1.68693 2.78713
H -1.01454 -1.53765 2.62704
H 0.30348 -1.16799 0.07826
*
```

E_HOMO = -0.346 Ha
gap between HOMO and LUMO = 9.591 eV
SMILES = O=C(OCC(=O)N1CCCCCC1)c1ccc(Cl)c(S(=O)(=O)N2CCCC2)c1
E = -2083.1167 hartree
LUMO level = 0.18 eV
strongest force on any atom = 0.023 hartree/bohr
relative energy (zero: lowest compared OMol25 entry of this formula, charge and spin) = 0.6632 eV

Here are the natural (NBO) charges for atoms 1 to 2, given in e:
1 O -0.60
2 C 0.79

Entry 4:
Density functional theory data (ωB97M-V/def2-TZVPD) for a cluster of 2 separate species, C19H25N2 in total in a non-equilibrium geometry.

Structure (ORCA input):
```
! RIJCOSX wB97M-V def2-TZVPD def2/J DEFGRID3
* xyz 1 1
C -2.23124 -2.60437 4.98777
C -1.87043 -1.25159 4.94873
C -0.67188 -0.87273 4.33487
C 0.14740 -1.83569 3.73875
C 1.45278 -1.37585 3.13898
C 1.32527 -0.45500 1.91697
C 2.72759 -0.23854 1.29989
C 2.64595 -0.70001 -0.16373
C 1.28129 -1.42709 -0.31134
N 0.50308 -0.88958 0.77959
C -0.22567 -3.18749 3.75444
C -1.42327 -3.56828 4.37169
H -3.13152 -2.91285 5.52097
H -2.49943 -0.48611 5.40765
H -0.34686 0.17367 4.31579
H 2.00712 -0.79062 3.89375
H 2.09261 -2.23909 2.90274
H 0.91535 0.52199 2.23704
H 3.02604 0.81083 1.40325
H 3.47687 -0.85547 1.81312
H 2.69908 0.19291 -0.79799
H 3.46012 -1.38584 -0.42226
H 0.81833 -1.20978 -1.28310
H 1.46627 -2.52938 -0.28543
H -0.38955 -1.32349 0.99049
H 0.42664 -3.92736 3.28067
H -1.71082 -4.62237 4.37970
C -1.42792 -0.24962 -3.84548
N -0.84972 0.72560 -2.88512
C -0.72738 2.07450 -3.32590
C 0.44077 2.82177 -3.09920
C 0.56987 4.07848 -3.71407
C -0.50724 4.64523 -4.40896
C -1.71318 3.94048 -4.53017
C -1.80421 2.63153 -4.04118
C -0.72060 0.30246 -1.62451
H -1.40691 0.18320 -4.85485
H -0.80099 -1.16021 -3.83793
H -2.47127 -0.49762 -3.56201
H 1.24822 2.40942 -2.48673
H 1.51362 4.61879 -3.64236
H -0.40643 5.61146 -4.90797
H -2.58809 4.38376 -5.00684
H -2.72044 2.04060 -4.17205
H -0.13906 0.87798 -0.89634
H -1.46013 -0.44865 -1.31136
*
```

E_HOMO = -0.406 Ha
gap between HOMO and LUMO = 6.113 eV
E = -848.2097 hartree
LUMO level = -4.95 eV
strongest force on any atom = 0.067 hartree/bohr
relative energy (zero: lowest compared OMol25 entry of this formula, charge and spin) = 2.0449 eV

Here are the natural (NBO) charges for atoms 1 to 2, given in e:
1 C -0.22
2 C -0.19